Entry 1:
{
  "formula": "C21H32NO12",
  "method": "ωB97M-V/def2-TZVPD",
  "charge": -1,
  "gap_ev": 5.82,
  "symbols": ["C", "C", "O", "O", "C", "C", "N", "C", "O", "O", "H", "H", "H", "H", "H", "H", "H", "H", "O", "C", "O", "C", "C", "C", "H", "H", "H", "H", "H", "H", "O", "C", "O", "C", "C", "C", "H", "H", "H", "H", "H", "H", "O", "C", "O", "C", "C", "C", "H", "H", "H", "H", "H", "H", "O", "C", "O", "C", "C", "C", "H", "H", "H", "H", "H", "H"],
  "xyz": [[-2.59600, 1.67214, -0.39495], [-1.22365, 2.13226, -0.74095], [-0.99870, 2.99390, -1.56860], [-0.27462, 1.50777, -0.04467], [0.87218, 1.07288, -0.81208], [1.02882, -0.39513, -0.54047], [1.29860, -0.66470, 0.86853], [-0.34712, -1.02021, -0.99218], [-1.06192, -1.57453, -0.13529], [-0.59913, -0.83744, -2.21676], [-3.31258, 2.35459, -0.81218], [-2.71202, 0.67053, -0.78982], [-2.67225, 1.63223, 0.68281], [0.71558, 1.25034, -1.86089], [1.74180, 1.63036, -0.47902], [1.82095, -0.78417, -1.16719], [1.20319, 0.14598, 1.45484], [2.17963, -1.12771, 1.00991], [-2.87969, 6.85999, -0.51287], [-1.71000, 6.95169, -0.28465], [-1.23976, 7.73361, 0.72192], [0.19647, 7.75037, 0.70634], [0.60239, 6.48667, -0.03683], [-0.55107, 6.30994, -1.02241], [0.52402, 8.65811, 0.19276], [0.55889, 7.77657, 1.73154], [1.58129, 6.56239, -0.50581], [0.62464, 5.64140, 0.65166], [-0.38324, 6.85815, -1.95129], [-0.74910, 5.26269, -1.23609], [3.64358, -2.81312, -1.60154], [3.34660, -3.72637, -0.89270], [3.70152, -3.80023, 0.41483], [3.28070, -5.06262, 0.96649], [2.15744, -5.54270, 0.06300], [2.56961, -4.96497, -1.29032], [4.13582, -5.74436, 0.96355], [2.95806, -4.90615, 1.99341], [2.03623, -6.61891, 0.07098], [1.21472, -5.09223, 0.37570], [3.23863, -5.63071, -1.83908], [1.71743, -4.69846, -1.90843], [-6.57749, 3.07150, -4.26841], [-6.14474, 4.05937, -3.75464], [-4.85778, 4.19200, -3.37023], [-4.66184, 5.45305, -2.69624], [-5.80106, 6.33885, -3.18220], [-6.91612, 5.32239, -3.41118], [-4.69651, 5.28429, -1.62092], [-3.68306, 5.84484, -2.95114], [-6.05298, 7.13030, -2.47890], [-5.52964, 6.80481, -4.13143], [-7.49700, 5.13698, -2.50675], [-7.57940, 5.59731, -4.22625], [2.17680, -7.80491, 2.19374], [2.93895, -8.03597, 3.08090], [4.26209, -8.25190, 2.87323], [4.90852, -8.59933, 4.10880], [4.00568, -8.04488, 5.20321], [2.62469, -8.16080, 4.55952], [4.99866, -9.68704, 4.15615], [5.90433, -8.16330, 4.11895], [4.10433, -8.57439, 6.14879], [4.24160, -6.99478, 5.37907], [2.16861, -9.13615, 4.73358], [1.94462, -7.37453, 4.87231]],
  "mulliken_charge": [-1.025, 0.950, -0.715, -0.352, -1.367, 1.010, -0.631, 0.315, -0.759, -0.782, 0.206, 0.304, 0.321, 0.395, 0.511, 0.189, 0.159, 0.224, -0.527, 0.499, -0.407, -0.431, -0.507, 0.051, 0.232, 0.344, 0.362, 0.212, 0.276, -0.068, -0.594, 0.510, -0.388, -0.242, -0.434, -0.459, 0.193, 0.243, 0.314, 0.287, 0.278, 0.302, -0.593, 0.425, -0.335, -0.112, -0.494, -0.386, 0.169, 0.196, 0.309, 0.284, 0.238, 0.298, -0.539, 0.530, -0.356, -0.433, -0.489, -0.443, 0.268, 0.309, 0.320, 0.271, 0.270, 0.291]
}



Entry 2:
{
  "formula": "C4H11NOS",
  "method": "ωB97M-V/def2-TZVPD",
  "smiles": "N[C@@H](CO)CCS",
  "relative_energy_kcal_mol": 37.9,
  "gap_ev": 9.83,
  "symbols": ["N", "C", "C", "O", "C", "C", "S", "H", "H", "H", "H", "H", "H", "H", "H", "H", "H", "H"],
  "xyz": [[0.15382, 0.55381, -1.74097], [-0.25364, -0.14920, -0.48665], [-0.33726, -1.64629, -0.66963], [-0.74790, -2.05983, -1.97448], [0.84992, 0.16513, 0.56526], [0.56343, 1.36428, 1.46659], [0.10874, 0.85438, 3.19005], [-0.05738, 0.11014, -2.62263], [-0.16587, 1.51137, -1.67919], [-1.22371, 0.28230, -0.21490], [-0.97798, -2.18782, 0.02426], [0.64917, -2.08104, -0.48499], [-1.31476, -1.42998, -2.41539], [0.93606, -0.69856, 1.22913], [1.76129, 0.28206, -0.01254], [-0.14408, 2.04921, 0.98617], [1.39734, 2.05634, 1.59730], [-1.19717, 1.02371, 3.24260]],
  "mulliken_charge": [-0.605, 0.335, -0.554, -0.572, -0.831, -0.748, -0.229, 0.202, 0.208, 0.225, 0.303, 0.344, 0.288, 0.407, 0.401, 0.393, 0.320, 0.114]
}



Entry 3:
{
  "formula": "CH4N2O2",
  "method": "ωB97M-V/def2-TZVPD",
  "relative_energy_kcal_mol": 169.3,
  "gap_ev": [5.20, 5.26],
  "symbols": ["C", "N", "N", "O", "O", "H", "H", "H", "H"],
  "xyz": [[0.85869, 0.65143, -0.05298], [-2.85275, 0.56046, -0.08166], [0.42923, -0.56589, -0.61725], [0.66550, -1.64904, 0.14993], [-1.76847, 0.29965, 0.25099], [-0.12583, 1.06308, 0.31115], [1.34953, 1.35989, -0.81879], [1.60274, 0.43037, 0.70915], [-0.15865, -2.14995, 0.14944]],
  "mulliken_charge": [-0.465, 0.055, -0.271, -0.296, -0.192, 0.252, 0.228, 0.335, 0.355]
}



Entry 4:
{
  "formula": "C7H8",
  "method": "ωB97M-V/def2-TZVPD",
  "multiplicity": 3,
  "relative_energy_kcal_mol": 54.0,
  "gap_ev": [7.43, 8.64],
  "symbols": ["C", "C", "C", "C", "C", "C", "C", "H", "H", "H", "H", "H", "H", "H", "H"],
  "xyz": [[-0.27715, -0.32022, -1.76488], [-0.15693, 0.51816, 1.11984], [-0.11213, -1.55586, -1.42806], [-1.07011, 0.23935, 2.03491], [-0.21282, 1.12557, -1.54028], [1.28160, 0.47887, 0.73243], [0.20100, 1.01123, -0.13502], [0.21208, -1.91944, -0.45259], [-0.31342, -2.33519, -2.14969], [-2.11492, 0.41291, 1.84346], [-0.80644, -0.16765, 2.99635], [0.52400, 1.60519, -2.18567], [-1.18561, 1.60285, -1.66285], [1.99310, 1.17197, 1.16624], [1.72028, -0.49628, 0.52708]],
  "lowdin_spin": [0.676, 0.061, 0.115, 0.305, 0.149, 0.059, 0.471, 0.034, 0.030, 0.019, 0.021, 0.012, 0.012, 0.018, 0.017]
}



Entry 5:
{
  "formula": "C8H24O8PS4Tl",
  "method": "ωB97M-V/def2-TZVPD",
  "relative_energy_kcal_mol": 0.0,
  "gap_ev": 4.86,
  "symbols": ["Tl", "P", "O", "O", "O", "O", "C", "S", "O", "C", "H", "H", "H", "H", "H", "H", "C", "S", "O", "C", "H", "H", "H", "H", "H", "H", "C", "S", "O", "C", "H", "H", "H", "H", "H", "H", "C", "S", "O", "C", "H", "H", "H", "H", "H", "H"],
  "xyz": [[0.14439, -0.83375, -1.05443], [-2.40965, -2.00488, -2.47277], [-3.69479, -2.49391, -3.24219], [-2.60386, -0.68624, -1.63809], [-1.20731, -1.63244, -3.43572], [-1.74037, -2.89162, -1.36299], [3.49862, 3.22220, -0.91772], [1.95296, 2.98275, 0.08732], [1.56915, 1.48742, 0.13704], [2.67516, 3.29449, 1.76606], [3.90545, 4.18201, -0.59936], [3.31217, 3.32182, -1.98703], [4.24812, 2.44351, -0.77631], [3.55083, 2.64546, 1.77386], [1.98173, 3.00001, 2.55380], [3.00784, 4.31570, 1.95194], [-2.04726, -0.03916, 3.49204], [-0.30873, -0.62690, 3.24131], [-0.31230, -0.98708, 1.75904], [0.53044, 1.03496, 3.37678], [-2.71346, -0.84365, 3.18046], [-2.33190, 0.83946, 2.91316], [-2.18908, 0.02777, 4.57070], [-0.01674, 1.73572, 2.74620], [1.52367, 0.89523, 2.95009], [0.48279, 1.54032, 4.34137], [-1.09201, -4.94880, 0.94537], [0.73833, -4.60372, 1.01392], [1.00733, -3.19485, 0.43738], [0.84984, -4.39107, 2.81478], [-1.43769, -5.83362, 1.47988], [-1.52802, -4.90364, -0.05260], [-1.63994, -4.18558, 1.49798], [1.87262, -4.10407, 3.05902], [0.76985, -5.39675, 3.22747], [0.20788, -3.63912, 3.27366], [-2.23110, 2.22098, -3.37686], [-0.44647, 2.58857, -3.36757], [0.30816, 1.42513, -2.69250], [-0.19098, 2.23474, -5.10431], [-2.77745, 2.76686, -4.14603], [-2.65391, 2.42038, -2.39219], [-2.36670, 1.14603, -3.49597], [-0.47240, 1.22629, -5.40751], [0.88132, 2.25098, -5.29925], [-0.60665, 2.99200, -5.76905]],
  "mulliken_charge": [0.926, 0.590, -0.601, -0.364, -0.389, -0.112, -0.956, 0.431, -0.463, -0.934, 0.388, 0.299, 0.314, 0.297, 0.216, 0.415, -1.049, 0.315, -0.393, -1.021, 0.334, 0.301, 0.410, 0.298, 0.310, 0.479, -0.848, 0.357, -0.470, -0.803, 0.424, 0.287, 0.207, 0.326, 0.401, 0.109, -0.736, 0.423, -0.492, -0.999, 0.403, 0.313, 0.056, 0.278, 0.328, 0.397]
}



Entry 6:
{
  "formula": "C5H5NS",
  "method": "ωB97M-V/def2-TZVPD",
  "smiles": "C#C[C@@H]1CN1C=S",
  "relative_energy_kcal_mol": 82.0,
  "gap_ev": 8.86,
  "symbols": ["C", "C", "C", "C", "N", "C", "S", "H", "H", "H", "H", "H"],
  "xyz": [[2.57430, 2.03414, 1.24584], [1.93732, 1.08195, 0.83335], [1.28903, -0.02996, 0.24065], [0.75350, 0.10222, -1.13655], [-0.09247, 0.19860, -0.02842], [-1.20403, -0.45630, 0.40287], [-2.29845, -1.21436, -0.60443], [3.06142, 3.02404, 1.51645], [1.62708, -1.01259, 0.69405], [0.73822, -0.80282, -1.73879], [1.06570, 0.97978, -1.61086], [-1.17073, -0.54117, 1.49199]],
  "mulliken_charge": [0.277, -0.710, -0.079, -0.488, -0.092, -0.168, -0.299, 0.375, 0.272, 0.283, 0.277, 0.352]
}



Entry 7:
{
  "formula": "C24H37HgN3O11",
  "method": "ωB97M-V/def2-TZVPD",
  "charge": -2,
  "relative_energy_kcal_mol": 192.3,
  "gap_ev": 1.56,
  "symbols": ["Hg", "C", "C", "C", "O", "C", "C", "C", "O", "O", "O", "H", "H", "C", "C", "C", "O", "C", "C", "C", "O", "O", "O", "H", "H", "C", "C", "C", "O", "C", "N", "H", "H", "H", "H", "H", "H", "H", "H", "H", "H", "H", "C", "C", "C", "O", "C", "N", "H", "H", "H", "H", "H", "H", "H", "H", "H", "H", "H", "C", "C", "C", "O", "C", "N", "H", "H", "H", "H", "H", "H", "H", "H", "H", "H", "H"],
  "xyz": [[0.16516, 0.08454, 0.14119], [4.53635, -0.71666, -3.57741], [3.66177, -0.70233, -2.38302], [4.07576, -1.51012, -1.11797], [3.35732, -1.42030, -0.12698], [5.32395, -2.17250, -1.09142], [6.05211, -2.18042, -2.26152], [5.71431, -1.44470, -3.58758], [6.30244, -1.54515, -4.74232], [7.25246, -2.67650, -2.10390], [2.58511, -0.10236, -2.36459], [4.17886, -0.10663, -4.39377], [5.63858, -2.73312, -0.22359], [-2.73627, -2.69903, 4.15462], [-2.34636, -1.67184, 3.25240], [-3.50016, -0.95891, 2.34351], [-3.05650, -0.36719, 1.34130], [-4.87785, -1.17629, 2.71607], [-5.16813, -2.09746, 3.57254], [-4.08657, -2.92231, 4.25881], [-4.39134, -3.71618, 5.22536], [-6.44171, -2.12406, 3.81013], [-1.20113, -1.38457, 2.90303], [-2.01740, -3.34756, 4.63320], [-5.69046, -0.66293, 2.22359], [-0.19920, -4.08987, -3.26191], [-1.08084, -4.25691, -2.08312], [-1.07894, -5.72009, -1.56184], [0.19328, -6.16079, -1.21993], [0.18832, -7.42768, -0.63803], [-0.47683, -3.52906, -0.96314], [-0.18435, -3.02332, -3.48631], [-0.67984, -4.56133, -4.11912], [0.76572, -4.54114, -3.03089], [-2.09807, -3.89331, -2.22844], [-1.51368, -6.29015, -2.38290], [-1.71387, -5.75286, -0.67647], [-0.07843, -8.17168, -1.38863], [-0.59810, -7.49095, 0.11405], [1.09650, -7.70102, -0.10081], [0.40487, -4.00391, -0.83192], [-0.94093, -3.98103, -0.18827], [-2.47414, 1.98286, -3.30047], [-2.39775, 3.31721, -2.53917], [-3.83693, 3.67238, -1.95153], [-3.83281, 4.74812, -1.05550], [-5.12797, 5.01118, -0.58761], [-1.43765, 3.12916, -1.44782], [-3.08826, 2.05732, -4.19792], [-2.82988, 1.23306, -2.59382], [-1.42651, 1.87178, -3.58019], [-2.08672, 4.17160, -3.14032], [-4.40374, 2.84753, -1.51971], [-4.47624, 3.90377, -2.80349], [-5.74435, 5.46277, -1.36496], [-5.01194, 5.81220, 0.14244], [-5.56360, 4.19814, -0.00684], [-0.46832, 3.11384, -1.73113], [-1.46229, 4.00720, -0.94927], [0.77590, 3.89021, 3.48512], [1.93644, 4.00717, 2.49676], [3.23560, 4.54434, 3.14336], [4.11662, 4.72193, 2.05929], [5.47995, 4.85598, 2.40486], [2.06278, 2.63368, 1.99626], [-0.23632, 3.83285, 3.08482], [0.77420, 4.87801, 3.94593], [1.06890, 3.17102, 4.24998], [1.68525, 4.62990, 1.63815], [3.67156, 4.16825, 4.06889], [2.85136, 5.48941, 3.52715], [6.25038, 4.92990, 1.63735], [5.76369, 4.02051, 3.04484], [5.55326, 5.70163, 3.08870], [2.87269, 2.76673, 1.40767], [2.47089, 2.16801, 2.79418]],
  "mulliken_charge": [0.269, -0.411, 0.400, 0.504, -0.619, -0.579, 0.366, 0.301, -0.707, -0.694, -0.558, 0.411, 0.448, -0.679, 0.434, 0.366, -0.570, -0.350, 0.334, 0.425, -0.692, -0.741, -0.576, 0.447, 0.426, -1.342, 0.301, -0.934, -0.253, -0.831, -0.554, 0.355, 0.347, 0.299, 0.404, 0.383, 0.513, 0.303, 0.327, 0.251, 0.249, 0.187, -1.205, 0.274, -0.807, -0.321, -0.802, -0.483, 0.387, 0.312, 0.308, 0.293, 0.391, 0.371, 0.305, 0.263, 0.338, 0.196, 0.212, -1.322, 0.245, -0.809, -0.294, -0.789, -0.525, 0.309, 0.414, 0.314, 0.319, 0.454, 0.309, 0.262, 0.325, 0.318, 0.233, 0.247]
}



Entry 8:
{
  "formula": "C15H9N6O6",
  "method": "ωB97M-V/def2-TZVPD",
  "charge": -1,
  "gap_ev": 3.39,
  "symbols": ["C", "C", "C", "N", "C", "C", "C", "C", "C", "C", "H", "H", "H", "H", "H", "H", "H", "H", "O", "N", "C", "C", "N", "O", "C", "N", "O", "O", "C", "C", "N", "O", "O", "N", "C", "H"],
  "xyz": [[1.85644, -2.05363, 3.19538], [1.28565, -0.69072, 3.05286], [2.22860, 0.34630, 3.08776], [3.04052, 1.19116, 3.16888], [-0.09293, -0.41138, 3.16028], [-1.06433, -1.45415, 3.32062], [-2.40952, -1.16807, 3.51066], [-2.85635, 0.15676, 3.54266], [-1.92268, 1.19683, 3.49191], [-0.56070, 0.93679, 3.26767], [1.11672, -2.85151, 3.13448], [2.62537, -2.21189, 2.42696], [2.35500, -2.11926, 4.18450], [-0.72085, -2.48916, 3.31594], [-3.10881, -1.99265, 3.65513], [-3.91564, 0.37624, 3.69959], [-2.23665, 2.23505, 3.64176], [0.16005, 1.75904, 3.20642], [1.09229, 4.45983, -3.66932], [1.74216, 3.81048, -2.86471], [1.51549, 2.71141, -2.03684], [2.70752, 2.48315, -1.30408], [3.63439, 3.45072, -1.56964], [3.03862, 4.23164, -2.53365], [2.77569, 1.34476, -0.37201], [3.98355, 0.88480, 0.33104], [5.03773, 1.53568, 0.39460], [3.86180, -0.23652, 0.88411], [1.60887, 0.56163, -0.18339], [0.50186, 0.78329, -1.01112], [-0.62074, -0.02048, -1.20811], [-1.01531, -1.05810, -0.68785], [-1.30943, 0.54075, -2.31311], [-0.69824, 1.69261, -2.77678], [0.41216, 1.82505, -1.97445], [1.53225, -0.27443, 0.50917]],
  "mulliken_charge": [-1.726, 0.677, 0.237, -0.750, 1.272, -0.546, -0.552, -0.555, -0.539, -0.579, 0.413, 0.227, 0.293, 0.073, 0.349, 0.339, 0.333, 0.311, -0.692, 0.778, 0.166, 0.613, -0.517, -0.189, -0.350, 0.895, -0.608, -0.499, -0.540, 0.130, 0.813, -0.667, -0.204, -0.550, 0.303, 0.841]
}